Computed, not measured: a cluster of 5 separate species, C33H46ClI2NO11P in total, with ωB97M-V/def2-TZVPD.

Last columns: bonded neighbours and bond lengths (Å).
Positions of all 95 atoms, in Å:
1 C -1.920 -6.084 2.076  C4 1.529, H39 1.091, C42 1.522, H75 1.088
2 C 2.694 1.717 -0.203  C37 1.399, C41 1.399, C70 1.434
3 H 4.653 0.561 6.745  C12 1.088
4 C -0.630 -6.061 2.897  C1 1.529, C15 1.516, H44 1.091, H47 1.086
5 O 1.396 -4.867 2.243  C15 1.198
6 H 2.274 0.541 5.235  C49 1.090
7 C -0.652 1.215 -6.148  C50 1.523, H63 1.088, H79 1.091, C81 1.527
8 C 4.265 0.974 3.332  C10 1.548, H26 1.085, C32 1.543, H72 1.092
9 C 3.274 1.402 -2.510  C37 1.392, Cl91 1.712, C93 1.368
10 C 4.679 1.380 4.767  C8 1.548, C12 1.542, H40 1.093, H52 1.090
11 O -4.798 1.971 1.176  C80 1.199
12 C 4.397 0.221 5.744  H3 1.088, C10 1.542, C49 1.540, H68 1.090
13 O -6.734 1.347 2.100  C80 1.351, C92 1.442
14 H -7.010 3.370 -0.008  C85 1.091
15 C 0.216 -5.050 2.147  C4 1.516, O5 1.198, O23 1.353
16 O -2.285 2.066 -9.158  C60 1.192
17 O 0.899 -0.522 -2.005  C22 1.346, C78 1.436
18 C -5.075 -1.414 -0.690  O19 1.442, H24 1.092, H34 1.088, C83 1.522
19 O -4.138 -2.511 -0.682  C18 1.442, C30 1.348
20 C 1.011 1.222 1.730  C70 1.198, H87 1.066
21 I 1.126 -3.247 -3.210  C56 2.159
22 C 0.939 0.803 -1.772  O17 1.346, C37 1.508, O67 1.188
23 O -0.567 -4.309 1.331  C15 1.353, C42 1.442
24 H -5.641 -1.457 -1.623  C18 1.092
25 H 0.407 -3.423 -0.672  C56 1.082
26 H 3.227 1.263 3.205  C8 1.085
27 H -2.416 -3.959 2.178  C42 1.093
28 H -8.667 1.377 1.374  C92 1.092
29 N 4.859 2.280 -0.981  C41 1.354, C93 1.347, P95 1.841
30 C -2.920 -2.083 -1.072  O19 1.348, C48 1.517, O51 1.201
31 H -1.472 2.964 -5.120  C50 1.088
32 C 5.155 1.590 2.232  C8 1.543, H55 1.087, C69 1.569, H94 1.090
33 H -2.057 -0.112 -0.905  C48 1.086
34 H -5.764 -1.528 0.143  C18 1.088
35 H 7.282 1.141 -1.673  O53 0.970
36 H -0.088 3.327 -6.167  C50 1.093
37 C 2.329 1.315 -1.491  C2 1.399, C9 1.392, C22 1.508
38 H -3.996 0.042 0.459  C83 1.082
39 H -1.828 -6.812 1.269  C1 1.091
40 H 4.052 2.216 5.086  C10 1.093
41 C 3.976 2.218 0.044  C2 1.399, N29 1.354, C69 1.495
42 C -1.951 -4.677 1.499  C1 1.522, O23 1.442, H27 1.093, H62 1.086
43 H -0.094 -1.276 -0.335  C78 1.090
44 H -0.794 -5.691 3.910  C4 1.091
45 H 2.824 -1.135 5.077  C49 1.090
46 H 2.987 -2.490 0.110  C76 1.092
47 H -0.134 -7.027 2.929  C4 1.086
48 C -2.947 -0.585 -1.311  C30 1.517, H33 1.086, C83 1.529, H88 1.091
49 C 2.924 -0.222 5.664  H6 1.090, C12 1.540, H45 1.090, H59 1.090
50 C -0.976 2.700 -6.052  C7 1.523, H31 1.088, H36 1.093, O73 1.434
51 O -1.996 -2.835 -1.221  C30 1.201
52 H 5.724 1.686 4.799  C10 1.090
53 O 7.315 2.094 -1.850  H35 0.970, P95 1.621
54 H -4.696 0.722 -0.998  C83 1.085
55 H 6.024 2.084 2.658  C32 1.087
56 C 1.189 -2.808 -1.097  I21 2.159, H25 1.082, C76 1.546, C78 1.542
57 I 6.521 5.188 -1.353  P95 2.412
58 H 1.637 -0.982 -0.101  C78 1.091
59 H 2.544 -0.470 6.654  C49 1.090
60 C -1.714 2.019 -8.113  O16 1.192, O73 1.360, C81 1.519
61 H 5.023 3.570 1.324  C69 1.091
62 H -2.453 -4.624 0.537  C42 1.086
63 H 0.300 0.953 -5.691  C7 1.088
64 H -8.852 3.814 1.561  C90 1.088
65 H 3.496 3.021 1.920  C69 1.089
66 H 0.245 1.173 -8.142  C81 1.091
67 O -0.004 1.522 -1.842  C22 1.188
68 H 5.026 -0.613 5.433  C12 1.090
69 C 4.392 2.683 1.403  C32 1.569, C41 1.495, H61 1.091, H65 1.089
70 C 1.722 1.604 0.845  C2 1.434, C20 1.198
71 H 2.429 -4.153 0.070  C76 1.087
72 H 4.307 -0.113 3.243  C8 1.092
73 O -1.864 2.964 -7.147  C50 1.434, C60 1.360
74 H -8.514 1.588 3.126  C92 1.087
75 H -2.810 -6.331 2.651  C1 1.088
76 C 2.558 -3.259 -0.536  H46 1.092, C56 1.546, H71 1.087, H89 1.087
77 H -1.055 -0.024 -7.906  C81 1.086
78 C 0.884 -1.324 -0.813  O17 1.436, H43 1.090, C56 1.542, H58 1.091
79 H -1.432 0.634 -5.653  C7 1.091
80 C -5.944 2.213 1.430  O11 1.199, O13 1.351, C85 1.516
81 C -0.711 0.974 -7.654  C7 1.527, C60 1.519, H66 1.091, H77 1.086
82 H 5.267 1.950 -3.005  C93 1.081
83 C -4.220 -0.160 -0.580  C18 1.522, H38 1.082, C48 1.529, H54 1.085
84 H -6.150 4.346 1.212  C85 1.086
85 C -6.736 3.447 1.045  H14 1.091, C80 1.516, H84 1.086, C90 1.528
86 H -7.728 3.837 2.918  C90 1.091
87 H 0.403 0.857 2.525  C20 1.066
88 H -3.003 -0.406 -2.386  C48 1.091
89 H 3.251 -3.473 -1.344  C76 1.087
90 C -7.952 3.356 1.965  H64 1.088, C85 1.528, H86 1.091, C92 1.522
91 Cl 2.884 0.888 -4.095  C9 1.712
92 C -8.083 1.852 2.164  O13 1.442, H28 1.092, H74 1.087, C90 1.522
93 C 4.522 1.885 -2.224  C9 1.368, N29 1.347, H82 1.081
94 H 5.458 0.811 1.531  C32 1.090
95 P 6.566 2.882 -0.647  N29 1.841, O53 1.621, I57 2.412

Output
E_HOMO, eV: -10.87
Total charge: +1
Orbital gap, eV: 6.3
Multiplicity: 1